# C16H15Cl3GeMoN4O6S3

A structure of composition C16H15Cl3GeMoN4O6S3 (wB97M-V/def2-TZVPD, the OMol25 dataset).

Atoms and positions in Å:
Mo 0.21 -0.07 1.65
S 0.92 0.29 4.07
C 1.27 1.96 3.88
S 0.91 2.40 2.27
C 1.74 2.76 4.88
C 1.98 2.24 6.19
N 2.18 1.85 7.25
C 1.96 4.15 4.70
N 2.13 5.28 4.58
N 0.20 -2.07 2.82
C -1.00 -2.90 2.57
C -0.87 -3.60 1.22
C -0.93 -2.60 0.08
O -1.45 -2.86 -0.97
O -0.35 -1.44 0.34
H 1.05 -2.59 2.59
H 0.24 -1.88 3.82
H -1.87 -2.25 2.58
H -1.12 -3.65 3.36
H -1.65 -4.34 1.08
H 0.10 -4.10 1.15
C -0.96 -0.65 -6.35
C -0.60 -0.03 -5.02
C -0.30 -0.84 -3.93
C 0.03 -0.28 -2.71
C 0.05 1.09 -2.56
C -0.27 1.92 -3.63
C -0.59 1.35 -4.85
S 0.49 1.85 -1.01
O 1.89 1.56 -0.72
O 0.13 3.23 -1.14
N -0.38 1.15 0.17
C -1.82 1.38 0.05
C -2.55 0.76 1.24
O -3.75 0.83 1.32
O -1.77 0.19 2.12
H -0.36 -1.54 -6.53
H -0.81 0.06 -7.16
H -2.01 -0.95 -6.35
H -0.33 -1.92 -4.03
H 0.27 -0.92 -1.87
H -0.27 2.99 -3.49
H -0.83 1.99 -5.69
H -2.22 0.93 -0.86
H -2.03 2.46 0.03
Cl 3.17 -1.21 -1.16
Ge 2.62 -0.37 0.78
Cl 4.37 0.76 1.32
Cl 3.18 -2.37 1.91

The orbital gap (alpha / beta) is 5.8648 / 6.4504 eV. As for the net charge: -1. As for the energy relative to the best compared isomer or geometry (same formula, charge and spin): 1.3368 eV. The expectation value of S² is 0.77. Its spin multiplicity is 2.

Results of the Löwdin charge analysis, in e, for atoms 1 through 6:
1 Mo 1.35
2 S 0.67
3 C -1.10
4 S 0.71
5 C -0.35
6 C -0.24

***

# C16H15F3NO6S2

The ion C16H15F3NO6S2 with charge -1 (wB97M-V/def2-TZVPD, the OMol25 dataset).

Atoms and positions in Å:
C 4.14 1.51 -3.24
C 3.97 0.10 -2.76
O 2.55 -0.18 -2.62
C 2.25 -1.15 -1.74
C 0.76 -1.40 -1.72
C 0.19 -2.77 -1.41
O 0.69 -3.62 -0.70
C -1.16 -2.89 -2.11
C -1.48 -1.44 -2.46
C -0.12 -0.82 -2.79
O 3.06 -1.71 -1.02
H 5.16 1.65 -3.57
H 3.46 1.74 -4.07
H 3.96 2.22 -2.43
H 4.36 -0.62 -3.48
H 4.46 -0.05 -1.79
H -1.08 -3.51 -3.02
H -1.92 -3.34 -1.46
H -2.20 -1.32 -3.27
H -1.87 -0.94 -1.55
H -0.09 0.27 -2.76
H 0.24 -1.19 -3.77
F 2.06 1.70 -0.75
C 0.77 1.51 -0.32
F 0.54 2.38 0.67
F -0.09 1.85 -1.34
S 0.60 -0.27 0.12
N -0.51 0.17 1.52
C -0.01 0.56 2.77
O 1.19 0.68 3.01
C -1.20 0.84 3.60
C -2.37 0.42 3.00
C -3.62 0.61 3.56
C -3.70 1.31 4.76
C -2.52 1.77 5.36
C -1.26 1.53 4.82
S -2.13 -0.28 1.40
O -2.78 0.48 0.37
O -2.24 -1.71 1.39
H -4.49 0.24 3.02
H -4.67 1.48 5.22
H -2.58 2.31 6.30
H -0.32 1.86 5.27

The orbital gap is 5.5228 eV. As for the net charge: -1. As for the energy relative to the best compared isomer or geometry (same formula, charge and spin): 0.9156 eV.

Results of the Löwdin charge analysis, in e, for atoms 1 through 6:
1 C -0.08
2 C -0.22
3 O -0.05
4 C -0.57
5 C -0.35
6 C -0.41

***

# C16H15F6N5O3

The molecule C16H15F6N5O3 (wB97M-V/def2-TZVPD, the OMol25 dataset).

Atoms and positions in Å:
C 2.64 -3.16 4.93
C 1.37 -2.40 5.23
O 1.00 -2.21 6.36
C 0.61 -1.88 4.07
C -0.47 -1.03 4.32
C -1.21 -0.51 3.29
C -0.89 -0.82 1.97
N -1.67 -0.29 0.95
C -1.33 0.00 -0.33
N -2.35 0.33 -1.12
C -2.02 0.59 -2.39
N -3.02 0.86 -3.24
C -2.81 1.24 -4.61
C -2.62 2.76 -4.76
O -3.74 3.49 -4.34
N -0.76 0.62 -2.86
C 0.15 0.33 -1.96
O 1.42 0.40 -2.44
C 2.48 0.70 -1.59
C 2.38 2.14 -1.04
F 1.27 2.39 -0.35
F 2.42 3.02 -2.05
F 3.42 2.42 -0.24
C 2.74 -0.30 -0.44
F 2.29 -1.51 -0.73
F 4.07 -0.42 -0.27
F 2.26 0.07 0.74
N -0.05 -0.02 -0.70
C 0.16 -1.69 1.71
C 0.90 -2.21 2.74
H 3.15 -3.40 5.87
H 3.30 -2.56 4.31
H 2.41 -4.08 4.41
H -0.70 -0.80 5.35
H -2.04 0.15 3.50
H -2.63 -0.05 1.17
H -3.94 0.87 -2.85
H -3.68 0.93 -5.19
H -1.91 0.74 -4.98
H -2.47 3.01 -5.81
H -1.72 3.06 -4.20
H -3.84 3.39 -3.39
H 3.37 0.68 -2.23
H 0.37 -1.97 0.69
H 1.71 -2.89 2.51

The orbital gap is 8.9493 eV. The SMILES is CC(=O)c1ccc(Nc2nc(NCCO)nc(OC(C(F)(F)F)C(F)(F)F)n2)cc1.

Results of the Löwdin charge analysis, in e, for atoms 1 through 6:
1 C -0.02
2 C -0.41
3 O 0.08
4 C -0.16
5 C -0.01
6 C -0.01

***

# C16H15IN5Rh

A structure of composition C16H15IN5Rh (wB97M-V/def2-TZVPD, the OMol25 dataset).

Atoms and positions in Å:
Rh -1.00 0.12 -0.94
C -1.20 2.66 0.49
N -0.88 2.14 -0.89
C 0.45 2.64 -1.39
C 1.28 1.45 -1.74
N 0.92 0.27 -1.27
C 1.86 -0.68 -1.72
C 1.95 -2.05 -1.54
C 3.03 -2.68 -2.12
C 4.00 -1.96 -2.85
C 3.91 -0.60 -3.03
C 2.81 0.02 -2.45
N 2.41 1.37 -2.44
C -1.56 1.49 1.34
N -1.11 0.29 0.99
C -1.63 -0.64 1.93
C -1.51 -2.02 2.02
C -2.13 -2.61 3.10
C -2.83 -1.86 4.06
C -2.94 -0.49 3.98
C -2.33 0.10 2.87
N -2.27 1.44 2.46
H -1.96 3.43 0.46
H -0.30 3.11 0.90
H -1.62 2.37 -1.54
H 0.95 3.18 -0.59
H 0.32 3.34 -2.22
H 1.22 -2.61 -0.97
H 3.15 -3.75 -2.01
H 4.83 -2.50 -3.28
H 4.66 -0.05 -3.59
H 2.89 2.14 -2.88
H -0.96 -2.60 1.30
H -2.06 -3.68 3.22
H -3.29 -2.37 4.90
H -3.47 0.09 4.72
H -2.67 2.23 2.94
I -2.94 -0.73 -2.25

The orbital gap (alpha / beta) is 6.4125 / 6.4122 eV. As for the net charge: +2. As for the energy relative to the best compared isomer or geometry (same formula, charge and spin): 0.8174 eV.

Results of the Löwdin charge analysis, in e, for atoms 1 through 6:
1 Rh 0.71
2 C -0.03
3 N -0.11
4 C -0.03
5 C -0.28
6 N -0.01

***

# C16H15N4NiO3S4Te

A structure of composition C16H15N4NiO3S4Te (wB97M-V/def2-TZVPD, the OMol25 dataset).

Atoms and positions in Å:
Ni 0.51 1.06 1.22
N -2.66 -1.76 -5.64
C -2.18 -1.82 -4.34
C -1.17 -2.73 -3.99
C -0.74 -2.82 -2.68
C -1.32 -2.02 -1.71
C -2.31 -1.11 -2.05
C -2.74 -1.01 -3.35
S -0.70 -1.98 -0.04
O 0.10 -3.16 0.19
O -1.80 -1.76 0.86
N 0.16 -0.61 -0.02
C 1.39 -0.56 -0.51
N 1.88 -1.44 -1.39
C 3.12 -1.26 -1.78
C 3.91 -0.20 -1.34
C 3.32 0.69 -0.46
N 2.09 0.52 -0.04
H -2.02 -2.09 -6.35
H -3.13 -0.90 -5.88
H -0.74 -3.35 -4.76
H 0.04 -3.49 -2.39
H -2.72 -0.49 -1.27
H -3.51 -0.30 -3.62
H 3.50 -1.98 -2.49
H 4.93 -0.08 -1.68
H 3.84 1.57 -0.09
C -2.02 2.86 -0.27
O -0.81 2.65 0.43
C -0.04 3.73 0.73
S -0.41 5.24 0.21
S 1.28 3.29 1.69
H -2.56 1.91 -0.23
H -1.83 3.15 -1.31
H -2.60 3.65 0.22
Te -0.32 -0.35 3.06
C 0.41 0.49 4.88
C 0.80 -0.19 6.01
C 1.27 0.65 7.04
C 1.23 1.96 6.70
S 0.63 2.19 5.11
H 0.74 -1.26 6.08
H 1.62 0.29 7.99
H 1.53 2.81 7.28

The orbital gap (alpha / beta) is 6.6342 / 6.7601 eV. As for the net charge: -1. The expectation value of S² is 2.01. Its spin multiplicity is 3.

Results of the Löwdin charge analysis, in e, for atoms 1 through 6:
1 Ni 0.14
2 N 0.08
3 C -0.33
4 C -0.03
5 C -0.07
6 C -0.28

***

# C16H15N6O4PtS2

A structure of composition C16H15N6O4PtS2 (wB97M-V/def2-TZVPD, the OMol25 dataset).

Atoms and positions in Å:
Pt 0.39 0.29 -0.04
N -1.24 -3.44 -2.24
C -1.35 -2.75 -1.09
N -0.42 -1.83 -1.05
C 0.27 -2.00 -2.23
N -0.21 -2.98 -2.99
C 1.41 -1.18 -2.47
C 2.20 -1.26 -3.61
N 3.36 -0.65 -3.76
C 3.73 0.13 -2.69
C 2.93 0.33 -1.60
N 1.73 -0.30 -1.44
H -1.82 -4.18 -2.59
H -2.09 -2.95 -0.34
H 1.86 -1.88 -4.44
H 4.70 0.59 -2.76
H 3.23 1.02 -0.83
S 1.39 2.34 -0.06
O 0.46 3.19 1.08
C -0.17 2.46 1.99
N -0.56 1.17 1.72
S -1.71 0.79 2.87
O -1.56 -0.53 3.41
O -3.04 1.15 2.40
C -1.27 2.09 3.99
C -1.75 2.40 5.24
C -1.41 3.64 5.79
C -0.62 4.55 5.06
C -0.16 4.25 3.79
C -0.49 2.99 3.24
H -2.36 1.70 5.79
H -1.75 3.90 6.78
H -0.38 5.50 5.50
H 0.43 4.95 3.22
C -2.99 0.82 -0.78
C -3.17 -0.38 0.12
C -4.58 -0.88 0.32
O -2.22 -0.97 0.59
H -3.93 1.27 -1.08
H -2.42 0.50 -1.66
H -2.39 1.55 -0.26
H -5.16 -0.79 -0.60
H -5.02 -0.25 1.09
H -4.56 -1.91 0.66

The orbital gap (alpha / beta) is 5.2036 / 7.5323 eV. As for the net charge: -1. The expectation value of S² is 2.04. Its spin multiplicity is 3.

Results of the Löwdin charge analysis, in e, for atoms 1 through 6:
1 Pt 0.84
2 N 0.01
3 C -0.16
4 N 0.06
5 C -0.33
6 N 0.10

***

Number 1: F_max 0.062 hartree/bohr. Number 2: F_max 0.066 hartree/bohr. Number 3: F_max 0.019 hartree/bohr. Number 4: F_max 0.026 hartree/bohr. Number 5: F_max 0.027 hartree/bohr. Number 6: F_max 0.021 hartree/bohr.